The molecule C3H6O3. Source: the OMol25 dataset; level of theory: ωB97M-V/def2-TZVPD.

XYZ file:
```
12
Properties=species:S:1:pos:R:3:forces:R:3:nbo_charge:R:1
C -1.724 0.929 -0.824 -0.24 0.06 -0.07 -0.266
O -0.336 0.767 -0.521 0.11 -0.13 0.04 -0.494
C -0.004 -0.422 -0.006 -0.19 -0.24 0.10 0.761
O -0.798 -1.311 0.204 0.34 0.33 -0.05 -0.599
C 1.478 -0.516 0.330 0.05 -0.01 -0.32 -0.156
O 1.672 -0.370 1.720 -0.01 -0.24 0.11 -0.693
H -2.015 0.245 -1.626 0.03 0.12 0.11 0.193
H -2.338 0.723 0.056 0.11 0.04 -0.11 0.199
H -1.836 1.967 -1.139 -0.01 -0.18 0.03 0.197
H 1.841 -1.484 -0.040 -0.05 0.14 0.08 0.184
H 2.036 0.281 -0.162 -0.11 -0.04 0.07 0.199
H 1.360 -1.178 2.145 -0.01 0.15 0.01 0.475
```
Forces are in eV/Å.

Calculated values
energy above the lowest of the compared OMol25 structures with the same formula, charge and spin: 0.8888 eV
strongest force on any atom: 0.5 eV/A
energy: -343.62189 hartree
orbital gap: 11.20 eV
HOMO level: -10.342 eV
SMILES: COC(=O)CO

=====

A 2-piece molecular cluster, C3H6O3 overall. Source: the OMol25 dataset; level of theory: ωB97M-V/def2-TZVPD.

XYZ file:
```
12
Properties=species:S:1:pos:R:3:forces:R:3:nbo_charge:R:1
C 2.221 -0.279 0.204 0.30 -0.02 -0.07 -0.266
O 0.879 -0.328 0.687 -0.12 0.07 0.03 -0.492
C -0.055 0.096 -0.163 0.09 0.09 -0.25 0.695
O 0.120 0.395 -1.316 -0.12 -0.12 0.62 -0.559
C -1.367 0.143 0.621 -0.28 0.38 0.23 0.357
O -1.749 1.162 1.135 0.23 -0.52 -0.14 -0.482
H 2.341 -0.959 -0.642 0.05 0.09 0.10 0.198
H 2.458 0.742 -0.105 0.05 -0.18 0.01 0.200
H 2.834 -0.586 1.050 0.02 0.03 -0.19 0.202
H -1.917 -0.816 0.699 0.08 0.16 0.06 0.139
H -2.517 0.123 -1.563 -0.13 0.07 -0.15 0.001
H -2.792 0.653 -1.123 -0.17 -0.06 -0.26 0.008
```
Forces are in eV/Å.

Calculated values
energy above the lowest of the compared OMol25 structures with the same formula, charge and spin: 2.4470 eV
strongest force on any atom: 0.6 eV/A
energy: -343.56463 hartree
orbital gap: 10.85 eV
HOMO level: -10.142 eV
SMILES: COC(=O)C=O.[H][H]

=====

C3H6O3Ru as an isolated structure at a distorted geometry. Source: the OMol25 dataset; level of theory: ωB97M-V/def2-TZVPD.

XYZ file:
```
13
Properties=species:S:1:pos:R:3:forces:R:3:lowdin_spin:R:1
C 0.347 1.809 -1.294 0.58 1.04 -1.06 0.023
O 0.143 0.866 -0.217 0.20 0.29 0.35 0.312
C -0.044 1.297 1.024 -0.91 0.90 0.63 0.433
C -0.751 0.381 1.848 -0.28 1.00 0.56 0.237
O -0.933 -0.795 1.439 -0.43 0.03 0.80 0.366
H 0.200 1.246 -2.219 -0.01 0.18 0.13 0.004
H -0.389 2.613 -1.198 0.14 -0.20 -0.06 0.005
H 1.375 2.179 -1.231 -0.24 0.01 -0.04 0.004
H 0.095 2.356 1.244 0.14 -0.21 0.04 0.017
H -1.239 0.748 2.759 0.31 -0.32 0.07 0.008
Ru -0.015 -1.252 -0.263 -0.87 -2.44 -0.86 3.936
O 1.588 -1.905 -0.800 0.24 -0.27 -0.50 0.627
H 2.438 -1.467 -0.801 1.13 -0.02 -0.06 0.030
```
Forces are in eV/Å.

Calculated values
energy above the lowest of the compared OMol25 structures with the same formula, charge and spin: 0.1079 eV
strongest force on any atom: 2.7 eV/A
energy: -437.59344 hartree
orbital gap (alpha / beta): 10.33 / 8.84 eV
net charge: +2
HOMO level (alpha / beta): -19.332 / -21.679 eV
spin multiplicity: 7

=====

C3H6O3S as an isolated structure at a distorted geometry. Source: the OMol25 dataset; level of theory: ωB97M-V/def2-TZVPD.

XYZ file:
```
13
Properties=species:S:1:pos:R:3:forces:R:3:nbo_charge:R:1
O -0.783 -1.854 -0.790 0.33 0.23 0.50 -0.732
C -0.258 -0.878 -0.229 -1.45 1.97 -4.02 0.718
O 0.810 -0.240 -0.677 0.31 -0.22 1.04 -0.771
C -0.813 -0.253 1.037 2.75 -1.43 -2.22 -0.448
C -0.083 0.996 1.488 0.09 -0.91 1.68 -0.522
S -0.770 1.583 3.077 -0.40 0.58 0.30 -0.793
H -1.876 -0.415 1.115 0.13 -0.35 0.58 0.228
H -0.074 -1.168 1.111 -1.20 0.18 3.75 0.246
H 0.016 1.755 0.727 -0.23 0.15 -0.27 0.193
H 0.921 0.668 1.788 -0.07 0.26 -0.62 0.192
H 0.761 -0.320 -3.811 0.00 -0.05 0.48 0.412
H 1.000 -0.102 -1.715 -0.51 -0.58 -1.37 0.539
O 1.150 0.228 -3.119 0.27 0.14 0.17 -1.262
```
Forces are in eV/Å.

Calculated values
energy above the lowest of the compared OMol25 structures with the same formula, charge and spin: 2.8405 eV
strongest force on any atom: 4.7 eV/A
energy: -741.73097 hartree
orbital gap: 5.71 eV
net charge: -2
HOMO level: 0.304 eV

=====

A 2-piece molecular cluster, C3H6O3S overall at a distorted geometry. Source: the OMol25 dataset; level of theory: ωB97M-V/def2-TZVPD.

XYZ file:
```
13
Properties=species:S:1:pos:R:3:forces:R:3:nbo_charge:R:1
O -1.743 -0.679 -1.297 -1.48 -0.42 0.26 -0.812
C -0.986 0.255 -0.918 0.54 0.69 -3.73 0.741
O -1.012 1.403 -1.439 -0.49 0.00 0.91 -0.779
C 0.243 -0.168 -0.219 1.72 1.43 2.29 -0.514
C 0.881 1.093 0.539 1.13 -2.97 0.01 -0.486
S 2.528 0.548 1.267 -0.08 0.48 -0.23 -0.843
H 1.060 -0.483 -0.968 -1.50 0.03 1.18 0.223
H -0.032 -0.940 0.549 0.87 0.34 -0.92 0.184
H 0.949 1.868 -0.195 0.13 0.60 -0.09 0.199
H 0.334 1.363 1.423 -0.79 0.35 0.01 0.169
H -1.698 -2.014 1.150 -0.49 -0.63 -0.60 0.446
H -2.136 -1.761 -0.274 0.31 0.10 -0.50 0.502
O -2.213 -2.458 0.441 0.12 0.00 1.42 -1.031
```
Forces are in eV/Å.

Calculated values
energy above the lowest of the compared OMol25 structures with the same formula, charge and spin: 0.8233 eV
strongest force on any atom: 3.8 eV/A
energy: -741.80510 hartree
orbital gap: 5.60 eV
net charge: -2
HOMO level: 0.630 eV

=====

A 2-piece molecular cluster, C3H6O3S overall at a distorted geometry. Source: the OMol25 dataset; level of theory: ωB97M-V/def2-TZVPD.

XYZ file:
```
13
Properties=species:S:1:pos:R:3:forces:R:3:nbo_charge:R:1
O 0.253 -1.400 -1.396 -0.05 -0.23 -0.11 -0.854
C 0.936 -0.343 -1.248 -0.08 0.35 0.10 0.789
O 2.044 -0.133 -1.781 0.14 0.06 -0.08 -0.788
C 0.335 0.790 -0.358 0.74 -0.32 -0.43 -0.534
C -0.129 0.310 0.995 -0.35 1.23 1.75 -0.463
S -0.262 1.723 2.324 -0.20 -0.62 -0.88 -0.861
H -0.449 1.266 -0.952 -0.36 -0.07 0.21 0.186
H 1.089 1.570 -0.214 0.07 -0.22 -0.04 0.207
H -1.080 -0.215 0.971 -0.01 -0.01 -0.16 0.191
H 0.592 -0.322 1.507 0.20 -0.33 -0.52 0.181
H -2.452 -2.094 -1.844 -0.55 -0.06 0.12 0.434
H -1.211 -2.067 -1.103 -0.19 0.30 0.97 0.521
O -2.187 -2.294 -0.939 0.65 -0.09 -0.94 -1.010
```
Forces are in eV/Å.

Calculated values
energy above the lowest of the compared OMol25 structures with the same formula, charge and spin: 0.4663 eV
strongest force on any atom: 2.2 eV/A
energy: -741.81822 hartree
orbital gap: 5.64 eV
net charge: -2
HOMO level: 0.635 eV

=====

C3H6O3V as an isolated structure at a distorted geometry. Source: the OMol25 dataset; level of theory: ωB97M-V/def2-TZVPD.

XYZ file:
```
13
Properties=species:S:1:pos:R:3:forces:R:3:lowdin_spin:R:1
C 0.154 2.472 -0.893 2.03 -2.52 -0.64 0.009
C 0.681 2.709 0.473 2.96 -2.00 0.21 0.006
O -0.296 2.438 1.492 -1.05 -0.27 0.11 0.052
C 0.041 2.576 2.755 0.94 0.46 0.07 0.027
O -1.088 2.268 3.379 -0.97 -0.26 0.14 0.052
V -2.385 1.732 1.656 0.03 0.05 0.12 3.837
H 0.486 3.290 -1.544 -0.65 -0.54 -0.20 0.000
H -0.903 2.175 -0.894 0.27 0.37 -0.53 0.011
H 1.094 3.709 0.632 0.01 -0.38 0.19 0.000
H -1.037 2.386 4.337 0.23 -0.04 0.02 0.003
H 1.488 1.750 0.426 -1.59 3.15 1.10 0.000
O 1.062 1.221 -1.286 -2.05 2.11 -0.37 0.002
H 0.509 0.437 -1.221 -0.14 -0.15 -0.22 0.000
```
Forces are in eV/Å.

Calculated values
energy above the lowest of the compared OMol25 structures with the same formula, charge and spin: 2.4346 eV
strongest force on any atom: 3.7 eV/A
energy: -1287.16946 hartree
orbital gap (alpha / beta): 7.34 / 9.54 eV
net charge: +1
HOMO level (alpha / beta): -12.091 / -14.275 eV
spin multiplicity: 5

=====

C3H6O3Y as an isolated structure at a distorted geometry. Source: the OMol25 dataset; level of theory: ωB97M-V/def2-TZVPD.

XYZ file:
```
13
Properties=species:S:1:pos:R:3:forces:R:3:nbo_charge:R:1
O 0.451 2.748 1.102 -0.95 -1.58 -0.70 -0.549
C -0.030 1.835 0.443 2.42 1.60 1.60 0.741
C 0.435 0.406 0.728 0.60 0.56 0.92 -0.196
O -0.192 -0.508 -0.153 -1.80 0.07 -1.19 -0.633
C 0.154 -1.871 0.054 0.36 -0.63 0.08 -0.260
Y -1.959 0.370 -1.514 3.81 2.51 0.71 2.032
H 0.196 0.154 1.773 0.13 -0.01 -0.28 0.220
H 1.524 0.355 0.573 -0.32 0.06 0.12 0.234
H -0.344 -2.472 -0.715 0.00 0.07 0.14 0.188
H 1.236 -1.992 -0.088 -0.29 -0.01 0.24 0.222
H -0.176 -2.189 1.053 0.25 -0.01 -0.27 0.208
O -0.770 1.983 -0.598 -3.04 -1.48 -1.05 -0.838
H -0.524 1.182 -2.657 -1.18 -1.14 -0.31 -0.369
```
Forces are in eV/Å.

Calculated values
energy above the lowest of the compared OMol25 structures with the same formula, charge and spin: 2.4577 eV
strongest force on any atom: 4.6 eV/A
energy: -381.64486 hartree
orbital gap: 7.29 eV
net charge: +1
HOMO level: -13.205 eV

=====

A 2-piece molecular cluster, C3H6O4 overall at a distorted geometry. Source: the OMol25 dataset; level of theory: ωB97M-V/def2-TZVPD.

XYZ file:
```
13
Properties=species:S:1:pos:R:3:forces:R:3:nbo_charge:R:1
O -1.301 -0.893 0.869 0.55 1.37 -0.27 -0.669
C -1.014 -0.528 -0.262 -1.61 -3.90 -0.26 0.955
O -1.912 -0.067 -1.150 0.70 0.59 -0.05 -0.675
O -0.081 -1.313 -0.983 -0.23 1.68 0.56 -0.249
O 0.899 -1.709 -0.056 -0.20 -0.58 0.37 -0.410
H -2.771 -0.006 -0.709 0.21 0.04 0.17 0.506
H 0.361 -1.777 0.778 0.18 -0.09 -0.49 0.484
C 1.467 0.671 0.506 -1.06 1.18 -0.54 -0.259
C 0.369 1.282 -0.018 2.20 0.59 0.39 -0.517
H 2.295 0.352 -0.108 -0.09 -0.17 -0.07 0.206
H 1.586 0.570 1.575 -0.05 -0.11 0.06 0.194
H 0.371 1.551 -1.070 -0.18 -0.21 0.04 0.218
H -0.270 1.866 0.628 -0.42 -0.38 0.07 0.217
```
Forces are in eV/Å.

Calculated values
energy above the lowest of the compared OMol25 structures with the same formula, charge and spin: 4.7188 eV
strongest force on any atom: 4.2 eV/A
energy: -418.72083 hartree
orbital gap: 10.23 eV
HOMO level: -9.984 eV
SMILES: O=C(O)OO.C=C

=====

C3H6O4P2 as an isolated structure at a distorted geometry. Source: the OMol25 dataset; level of theory: ωB97M-V/def2-TZVPD.

XYZ file:
```
15
Properties=species:S:1:pos:R:3:forces:R:3:nbo_charge:R:1
C 0.615 -0.089 0.496 -1.42 -0.03 -1.59 -0.466
C 0.576 0.899 -0.896 -1.72 -1.95 2.50 -0.778
C -0.692 0.140 1.265 1.64 3.21 -2.89 -0.264
O -1.980 1.116 -0.774 -0.61 0.00 -0.28 -1.107
O -1.826 -1.349 -0.770 1.10 -1.67 -0.70 -1.162
O -3.350 -0.215 0.905 -1.73 0.15 1.46 -1.159
O -0.752 1.998 1.115 0.28 -2.29 -0.10 -0.912
P -0.788 2.153 -0.518 0.92 -0.42 1.51 1.340
P -2.097 -0.273 0.176 -0.60 1.36 -0.64 2.351
H 0.493 -1.165 0.084 0.78 1.61 0.80 0.265
H 1.461 0.105 1.157 0.17 -0.20 -0.41 0.204
H 1.574 1.155 -1.192 0.29 0.21 -0.36 0.217
H -0.031 0.256 -1.560 1.11 0.23 -0.46 0.258
H -0.654 0.025 2.308 -0.30 -0.17 1.16 0.213
H 7.451 -4.755 -1.798 0.09 -0.04 -0.01 -1.000
```
Forces are in eV/Å.

Calculated values
energy above the lowest of the compared OMol25 structures with the same formula, charge and spin: 0.0000 eV
strongest force on any atom: 4.6 eV/A
energy: -1101.58233 hartree
orbital gap: 3.54 eV
net charge: -2
HOMO level: 1.900 eV

=====

Please write out number 10 again, unchanged.
C3H6O4P2 as an isolated structure at a distorted geometry. Source: the OMol25 dataset; level of theory: ωB97M-V/def2-TZVPD.

XYZ file:
```
15
Properties=species:S:1:pos:R:3:forces:R:3:nbo_charge:R:1
C 0.615 -0.089 0.496 -1.42 -0.03 -1.59 -0.466
C 0.576 0.899 -0.896 -1.72 -1.95 2.50 -0.778
C -0.692 0.140 1.265 1.64 3.21 -2.89 -0.264
O -1.980 1.116 -0.774 -0.61 0.00 -0.28 -1.107
O -1.826 -1.349 -0.770 1.10 -1.67 -0.70 -1.162
O -3.350 -0.215 0.905 -1.73 0.15 1.46 -1.159
O -0.752 1.998 1.115 0.28 -2.29 -0.10 -0.912
P -0.788 2.153 -0.518 0.92 -0.42 1.51 1.340
P -2.097 -0.273 0.176 -0.60 1.36 -0.64 2.351
H 0.493 -1.165 0.084 0.78 1.61 0.80 0.265
H 1.461 0.105 1.157 0.17 -0.20 -0.41 0.204
H 1.574 1.155 -1.192 0.29 0.21 -0.36 0.217
H -0.031 0.256 -1.560 1.11 0.23 -0.46 0.258
H -0.654 0.025 2.308 -0.30 -0.17 1.16 0.213
H 7.451 -4.755 -1.798 0.09 -0.04 -0.01 -1.000
```
Forces are in eV/Å.

Calculated values
energy above the lowest of the compared OMol25 structures with the same formula, charge and spin: 0.0000 eV
strongest force on any atom: 4.6 eV/A
energy: -1101.58233 hartree
orbital gap: 3.54 eV
net charge: -2
HOMO level: 1.900 eV

=====

Please write out number 4 again, unchanged.
C3H6O3S as an isolated structure at a distorted geometry. Source: the OMol25 dataset; level of theory: ωB97M-V/def2-TZVPD.

XYZ file:
```
13
Properties=species:S:1:pos:R:3:forces:R:3:nbo_charge:R:1
O -0.783 -1.854 -0.790 0.33 0.23 0.50 -0.732
C -0.258 -0.878 -0.229 -1.45 1.97 -4.02 0.718
O 0.810 -0.240 -0.677 0.31 -0.22 1.04 -0.771
C -0.813 -0.253 1.037 2.75 -1.43 -2.22 -0.448
C -0.083 0.996 1.488 0.09 -0.91 1.68 -0.522
S -0.770 1.583 3.077 -0.40 0.58 0.30 -0.793
H -1.876 -0.415 1.115 0.13 -0.35 0.58 0.228
H -0.074 -1.168 1.111 -1.20 0.18 3.75 0.246
H 0.016 1.755 0.727 -0.23 0.15 -0.27 0.193
H 0.921 0.668 1.788 -0.07 0.26 -0.62 0.192
H 0.761 -0.320 -3.811 0.00 -0.05 0.48 0.412
H 1.000 -0.102 -1.715 -0.51 -0.58 -1.37 0.539
O 1.150 0.228 -3.119 0.27 0.14 0.17 -1.262
```
Forces are in eV/Å.

Calculated values
energy above the lowest of the compared OMol25 structures with the same formula, charge and spin: 2.8405 eV
strongest force on any atom: 4.7 eV/A
energy: -741.73097 hartree
orbital gap: 5.71 eV
net charge: -2
HOMO level: 0.304 eV

=====

Q: Which formula does entry 4 have?
A: C3H6O3S